Entry 1:
The following is a quantum chemistry calculation of a structure of composition C21H44BrGaNO8, from the Open Molecules 2025 dataset.

```
76
Properties=species:S:1:pos:R:3:forces:R:3
C -1.6715 3.3823 -2.7951 0.1 0.7 -0.3
H -7.1178 3.9323 -5.5025 0.0 0.0 0.0
H -5.3205 1.8921 1.3987 0.0 0.0 -0.1
H -1.5009 1.8875 -1.3356 0.0 -0.3 0.0
C 3.4407 -7.7491 6.3360 0.0 0.0 -0.1
O 5.9128 -0.0160 2.6599 0.1 0.0 -0.1
H 3.9087 -1.8925 2.9025 0.0 0.0 -0.1
H -2.6184 2.9353 -3.1339 0.0 -0.1 -0.1
H 2.9433 -7.9950 7.2745 0.0 0.0 0.0
H -4.7377 3.1677 -6.0007 0.0 0.0 0.0
O 5.5720 -5.2213 3.5748 0.1 0.0 -0.1
H 0.1805 1.8421 -4.7443 0.0 0.1 0.0
O 7.3651 -0.1181 4.2946 0.1 0.0 0.1
H -5.0470 -1.1643 -1.0511 0.0 0.0 0.0
C -0.8687 2.5070 -1.9609 0.1 0.4 0.0
O -6.0463 2.5891 -2.1324 0.0 0.0 0.2
H 3.2601 2.2440 -4.1910 0.0 0.0 -0.1
H -5.3721 1.5800 -6.4176 0.0 0.0 0.0
C 6.5366 -2.2244 3.5636 0.2 0.1 -0.1
Ga 0.2344 1.2845 -3.2358 -0.2 -0.2 0.1
C -5.6193 -0.5613 -0.3466 0.1 0.1 0.0
H -6.6252 -0.9774 -0.2656 0.0 0.0 0.0
H -0.2124 3.0920 -1.3153 0.2 -0.1 -0.1
O -6.6788 2.3622 -4.2114 -0.1 0.0 0.0
C 4.8323 -5.5062 4.4721 -0.2 0.0 0.0
C -6.8367 2.8787 -5.5342 0.0 0.0 -0.2
O -3.5888 -0.1197 0.9349 0.0 0.0 0.2
H -7.6896 2.3313 -5.9332 0.0 0.0 0.0
H -5.6972 0.4452 -0.7579 0.0 0.0 0.0
C -4.9385 -0.5715 1.0079 -0.1 -0.1 -0.1
C 2.2104 1.1984 -2.7040 -0.1 0.1 -0.3
H 5.7829 -2.4777 4.3071 0.0 0.0 0.0
C -3.2726 1.1971 0.9752 0.0 0.1 -0.2
O -2.1152 1.5016 0.9561 -0.1 0.0 0.3
C 3.4388 -4.9283 4.5739 0.1 0.1 0.1
H 4.0879 2.2433 -2.6400 0.1 -0.1 -0.2
H -2.0328 4.9511 -3.8234 -0.1 0.0 0.0
C 5.1419 -0.6520 1.6247 -0.1 0.0 -0.1
H 3.0338 -4.8899 5.5814 0.0 0.0 0.0
H -0.3997 -0.1962 -3.1333 0.1 0.0 0.0
H -5.4608 5.0115 -2.6745 0.1 0.0 0.0
H 4.9980 0.1167 0.8688 0.0 0.0 0.0
H 5.7206 -1.4533 1.1646 0.0 0.0 0.0
H -4.8599 -1.5905 1.3863 0.0 0.0 0.0
H 4.0989 -5.7875 7.0005 0.0 0.0 0.0
C 4.5093 -6.7016 6.5699 0.0 -0.1 0.1
H 1.5249 3.7546 -2.5444 -0.1 0.0 0.0
H 3.8896 -8.6558 5.9315 0.0 0.0 0.0
H 3.2188 -1.5508 1.3050 0.0 0.0 0.0
H 2.6857 -7.4034 5.6302 0.0 0.0 0.0
C 3.1075 2.3533 -3.1146 0.0 0.1 0.1
H 2.6618 4.4094 -3.6908 0.0 0.0 0.0
H -5.7899 2.9874 -7.4089 0.0 0.0 0.0
H -4.3600 4.1812 -3.7656 0.1 0.0 0.0
H 2.7765 -5.5295 3.9520 0.0 0.0 0.0
H 3.2401 -0.2983 2.5496 0.0 0.0 0.0
H -5.8395 4.9131 -4.4016 0.1 0.0 0.0
H -4.0358 3.1044 1.4845 0.1 0.0 -0.1
H 6.2559 -2.6864 2.6237 -0.1 0.0 0.0
C 3.7992 -1.1324 2.1264 0.0 0.0 0.2
C -6.0747 3.0671 -3.2331 0.2 0.0 -0.1
N -1.3404 4.5712 -3.1833 -0.1 -0.5 0.4
H 2.6052 0.2876 -3.1546 0.1 -0.1 0.1
C 2.5769 3.7626 -2.8163 0.1 0.1 -0.1
C 6.6595 -0.7175 3.5268 -0.1 -0.1 0.0
Br 2.4365 0.8698 -0.7674 0.0 0.0 0.3
H -4.5708 2.4899 -0.0872 0.0 0.0 0.0
H 5.2574 -7.0747 7.2673 0.0 0.0 0.0
H 7.4860 -2.6423 3.8864 0.0 0.0 0.1
C -5.6095 2.6427 -6.3900 0.0 0.0 0.1
H 3.1337 4.2408 -2.0104 0.0 0.0 0.1
O 5.2532 -6.4083 5.3859 0.0 0.0 0.0
C -5.4082 4.3810 -3.5576 -0.2 0.1 0.0
H 3.4624 -3.9214 4.1658 0.0 0.0 -0.1
C -4.3849 2.2228 0.9543 0.1 0.0 0.1
H -5.4980 0.0031 1.7487 0.0 0.0 0.0
```
Positions in Å, forces in eV/Å.

Values from the calculation:
* relative energy (zero: lowest compared OMol25 entry of this formula, charge and spin): 0.00 kcal/mol
* total charge: -1

Entry 2:
The following is a quantum chemistry calculation of a cluster of 12 separate species, C21H44Cl22INO4P in total, from the Open Molecules 2025 dataset.

```
94
Properties=species:S:1:pos:R:3:forces:R:3
C 3.3146 0.2299 2.2210 0.5 -0.1 0.0
Cl 7.0771 5.1033 0.2241 -0.1 -0.1 0.0
C 1.1925 1.1677 0.8629 -0.6 0.2 -0.8
I -2.3771 1.3079 0.8433 -0.1 -0.1 0.1
C 1.8359 -6.5270 -4.4299 0.0 0.0 0.0
C -10.1034 -3.8666 -0.1937 -0.1 0.0 0.0
O 3.9874 0.9769 3.2039 -0.1 0.3 0.1
H 5.0462 0.1649 5.8296 0.3 -0.2 -0.2
H -8.4744 5.7453 -2.0663 -0.1 0.1 0.0
Cl 8.6855 1.4102 0.9071 -0.1 0.0 0.0
H 3.0520 2.6410 -0.8193 -0.1 0.2 -0.2
H 2.4057 0.7180 4.5111 -0.1 -0.1 -0.1
C -1.5822 -0.1991 2.1214 0.6 -0.5 0.4
C -7.8366 6.3441 -2.7051 0.0 0.0 0.0
P 2.1736 3.7302 2.3949 -0.6 0.7 0.1
H 3.0666 5.5823 2.7621 0.1 0.1 0.1
O 1.6736 2.9831 3.6810 0.4 -0.4 0.0
O 3.3199 4.6627 2.9239 0.4 -0.1 0.2
C 2.7085 -2.5001 -7.1902 0.0 -0.1 -0.1
C -0.1756 -0.7528 1.7749 -0.2 0.4 0.0
H -6.9350 5.7999 -2.9534 0.0 0.1 0.0
H 2.0598 -3.0912 -7.8248 -0.1 0.0 0.1
C 3.0216 2.6139 1.1888 -0.2 0.6 0.1
H -6.2513 -1.4756 -0.9571 0.0 0.0 0.0
Cl -5.3067 3.5336 -2.6029 0.0 0.0 0.0
H 2.6013 -0.4730 2.6461 -0.3 0.1 0.1
C 0.5376 -0.1855 0.5519 0.8 -0.3 0.3
C 7.0081 -2.8730 4.0533 0.1 0.0 0.2
Cl -7.3839 7.8143 -1.8336 0.0 0.0 0.0
H 1.3591 -0.8667 0.3312 0.0 -0.2 -0.2
H 3.1373 0.7957 0.1836 0.0 -0.2 -0.1
Cl 2.7957 -3.2640 -5.5963 0.0 0.1 0.0
H -13.8282 -5.6743 -2.9988 -0.1 0.0 0.0
H 4.0551 -0.3878 1.7157 0.1 -0.1 0.0
C 4.1120 -0.1908 5.4073 -0.2 0.2 0.5
Cl -8.7084 6.7032 -4.1982 0.0 0.0 0.0
H -1.5587 0.2495 3.1064 -0.1 0.3 0.0
Cl -13.1788 -4.2306 -4.7351 0.0 0.0 0.0
Cl 2.1357 -0.5366 -2.4336 0.2 0.1 -0.2
Cl -4.3388 -2.6085 -0.1951 0.1 0.0 0.0
H -4.1839 1.9336 -1.3078 0.0 0.0 -0.1
H 1.2227 1.7160 -1.2554 -0.4 0.0 -0.2
H -5.9121 2.0433 -0.8878 -0.1 0.0 0.0
H -10.8393 -3.8239 0.5999 -0.1 0.0 -0.1
H 6.5999 1.3823 1.9974 -0.1 0.1 0.0
H 7.3297 5.6516 2.4989 0.0 0.1 0.0
H 3.4314 -0.3216 6.2493 0.0 0.0 0.2
C 7.5531 0.9041 2.1721 0.1 -0.1 0.0
Cl -10.2029 -2.3744 -1.1355 0.1 0.0 0.0
C -6.0792 -2.4159 -0.4491 -0.1 0.0 -0.1
Cl 7.6864 -1.6542 5.1336 0.0 -0.3 0.0
H -9.1069 -3.9521 0.2197 0.0 0.0 0.0
H -0.0730 -0.1610 -0.3440 -0.3 0.0 0.0
H 1.1355 -6.4217 -3.6102 0.0 -0.1 0.0
Cl -5.5208 0.6157 -2.7159 0.0 0.0 0.0
H 4.2316 -1.1811 4.9670 0.0 0.3 -0.2
N 2.3952 3.0196 -0.1355 0.7 -0.7 -0.5
Cl -13.4172 -7.1501 -4.7812 0.0 0.0 0.0
Cl 5.6988 -2.1931 3.0585 0.1 -0.2 -0.2
H 2.3245 4.0199 -0.3213 -0.4 0.1 0.4
H 0.2992 0.4712 -3.5258 0.0 0.0 0.1
Cl 1.0068 -7.2979 -5.7853 0.0 0.0 0.0
Cl -6.9709 -2.4033 1.0780 0.0 0.0 0.0
Cl 9.4474 6.1235 1.6059 0.0 0.0 0.0
C 1.1170 2.1984 -0.2923 0.3 -0.4 0.5
H 3.6228 1.8660 4.9831 0.1 0.1 0.1
C 2.7023 1.1241 1.1323 -0.3 0.2 0.3
C 7.9667 5.1832 1.7586 0.1 0.0 0.2
H 0.5825 1.6384 1.6384 0.3 -0.1 0.5
H 7.7929 -3.2345 3.4004 0.0 0.1 -0.1
Cl 8.1082 1.3336 3.7912 0.0 0.3 -0.1
C 0.7463 -0.5163 -3.5459 -0.2 0.0 -0.1
C -5.1917 2.0205 -1.6968 0.0 0.0 0.0
H -12.0963 -5.8086 -3.3758 0.0 0.0 -0.1
Cl 3.2206 -7.4729 -3.8703 0.0 0.0 0.0
C -13.0915 -5.7223 -3.7913 0.0 0.0 0.0
O 1.1315 4.4943 1.7009 -0.2 -0.1 -0.6
Cl -0.4709 -1.6985 -3.0722 0.0 0.0 0.0
H 7.4470 -0.1709 2.1260 0.0 -0.1 0.0
H -0.2169 -1.8357 1.7161 -0.2 -0.1 -0.2
C 3.4865 0.8845 4.5435 -0.2 -0.4 -0.2
H 3.7069 -2.4539 -7.6069 0.0 0.1 0.1
H -6.4327 -3.2433 -1.0527 0.0 -0.1 0.0
H -2.2735 -1.0280 2.2023 -0.4 0.1 -0.4
H 8.2242 4.1732 2.0571 0.0 0.0 -0.1
Cl -10.4246 -5.2955 -1.1860 0.0 0.0 0.1
H 1.2509 2.1359 3.4980 -0.2 0.0 0.2
H 0.2383 2.8108 -0.1594 0.0 0.3 -0.4
H 1.0986 -0.7501 -4.5436 0.1 -0.1 0.1
H 2.1928 -5.5590 -4.7596 0.0 -0.1 0.0
H 0.4587 -0.5416 2.6357 0.1 -0.1 0.1
H 4.0682 2.9071 1.1798 0.2 -0.2 0.0
Cl 2.0588 -0.8585 -7.0873 0.0 0.0 -0.1
H 6.5968 -3.6856 4.6391 -0.1 0.0 0.0
```
Positions in Å, forces in eV/Å.

Values from the calculation:
* total charge: +1

| no. | frontier orbital gap (Ha) |
| --- | --- |
| 1 | 0.24896 |
| 2 | 0.32776 |